{
  "formula": "C39H44BrN8O3S",
  "method": "ωB97M-V/def2-TZVPD",
  "total_charge": -1,
  "e_tot_ha": -5148.410687,
  "species": ["O", "S", "O", "O", "C", "C", "C", "C", "N", "Br", "H", "H", "H", "H", "H", "H", "H", "H", "H", "N", "C", "C", "C", "C", "C", "H", "H", "H", "H", "H", "N", "C", "C", "C", "C", "C", "H", "H", "H", "H", "H", "N", "C", "C", "C", "C", "C", "H", "H", "H", "H", "H", "N", "C", "C", "C", "C", "C", "H", "H", "H", "H", "H", "N", "C", "C", "C", "C", "C", "H", "H", "H", "H", "H", "N", "C", "C", "C", "C", "C", "H", "H", "H", "H", "H", "N", "C", "C", "C", "C", "C", "H", "H", "H", "H", "H"],
  "xyz": [[1.2870, 2.9049, 0.4887], [0.0084, 2.5762, -0.0395], [-0.0247, 1.7444, -1.1773], [-0.7625, 1.8032, 1.1162], [-0.9093, 4.0677, -0.3185], [-2.2993, 3.8585, -0.9279], [-3.3395, 3.5291, 0.1157], [-4.6915, 3.1361, -0.5283], [-4.5589, 2.1130, -1.5275], [-4.3666, 0.4665, -0.5803], [-0.7948, 2.4297, 1.8677], [-0.2852, 4.6429, -0.9904], [-1.0200, 4.5583, 0.6418], [-2.5654, 4.8249, -1.3463], [-2.2792, 3.1166, -1.7156], [-3.4818, 4.4243, 0.7315], [-3.0509, 2.7015, 0.7528], [-5.3204, 2.8277, 0.3146], [-5.1141, 4.0111, -1.0304], [-4.2158, -3.0872, -3.9630], [-3.7778, -4.3438, -4.0125], [-2.7418, -4.8316, -3.2328], [-2.1192, -3.9619, -2.3495], [-2.5582, -2.6520, -2.2844], [-3.6069, -2.2653, -3.1070], [-4.2903, -4.9907, -4.7183], [-2.4316, -5.8652, -3.3160], [-1.3048, -4.3022, -1.7216], [-2.1080, -1.9351, -1.6114], [-3.9756, -1.2475, -3.0766], [4.1046, 2.1203, -4.4310], [2.9054, 1.7720, -3.9657], [2.6053, 1.6118, -2.6212], [3.6172, 1.8267, -1.7018], [4.8739, 2.1877, -2.1653], [5.0640, 2.3209, -3.5322], [2.1440, 1.6132, -4.7186], [1.6112, 1.3317, -2.3039], [3.4235, 1.7171, -0.6426], [5.6924, 2.3658, -1.4802], [6.0319, 2.6038, -3.9339], [6.4432, -1.8321, -0.2506], [6.3471, -0.5041, -0.2743], [7.1795, 0.3366, 0.4504], [8.1623, -0.2309, 1.2441], [8.2740, -1.6112, 1.2808], [7.3943, -2.3603, 0.5152], [5.5629, -0.1025, -0.9041], [7.0570, 1.4095, 0.3941], [8.8292, 0.3921, 1.8263], [9.0239, -2.0977, 1.8893], [7.4444, -3.4442, 0.5131], [3.4622, -4.9434, 4.0738], [3.0212, -5.7161, 3.0843], [3.2288, -5.4423, 1.7407], [3.9328, -4.2982, 1.4029], [4.3966, -3.4819, 2.4198], [4.1367, -3.8482, 3.7313], [2.4717, -6.5998, 3.3908], [2.8462, -6.1088, 0.9800], [4.1173, -4.0428, 0.3669], [4.9478, -2.5781, 2.1983], [4.4851, -3.2362, 4.5565], [-3.0681, -0.4546, 2.3678], [-4.0945, -0.3317, 3.2009], [-4.0612, -0.7407, 4.5284], [-2.8940, -1.3102, 5.0108], [-1.8135, -1.4460, 4.1527], [-1.9546, -1.0017, 2.8454], [-4.9851, 0.1192, 2.7743], [-4.9268, -0.6102, 5.1630], [-2.8265, -1.6430, 6.0397], [-0.8828, -1.8859, 4.4866], [-1.1351, -1.0834, 2.1378], [2.8140, -0.1783, -8.3359], [2.3388, 0.5865, -7.3534], [0.9918, 0.8870, -7.2007], [0.0910, 0.3677, -8.1141], [0.5702, -0.4286, -9.1410], [1.9337, -0.6690, -9.2044], [3.0806, 0.9728, -6.6624], [0.6564, 1.5115, -6.3845], [-0.9669, 0.5784, -8.0258], [-0.0976, -0.8558, -9.8765], [2.3497, -1.2900, -9.9911], [-6.0301, 1.8471, 6.0224], [-7.2369, 1.8246, 6.5805], [-7.5221, 2.3792, 7.8194], [-6.4937, 2.9885, 8.5188], [-5.2305, 3.0190, 7.9520], [-5.0540, 2.4371, 6.7054], [-8.0116, 1.3358, 5.9996], [-8.5243, 2.3333, 8.2230], [-6.6739, 3.4326, 9.4895], [-4.3983, 3.4840, 8.4625], [-4.0828, 2.4401, 6.2221]],
  "lowdin_charge": [-0.2976, 0.5477, -0.2664, -0.1581, -0.2351, -0.2421, -0.2700, -0.5441, -0.5816, 0.4398, 0.1040, 0.1040, 0.0996, 0.1105, 0.0947, 0.0992, 0.0581, 0.0513, 0.0835, 0.0499, -0.1820, -0.0977, -0.0924, -0.0706, -0.1546, 0.0923, 0.0897, 0.0980, 0.0923, 0.0699, 0.0507, -0.1361, -0.0414, -0.0739, -0.0923, -0.1634, 0.0742, 0.0748, 0.1020, 0.0850, 0.0983, 0.0607, -0.1379, -0.0678, -0.0833, -0.0776, -0.1725, 0.0864, 0.0946, 0.1031, 0.0988, 0.1037, 0.0458, -0.1643, -0.0753, -0.0769, -0.0756, -0.1605, 0.0993, 0.0991, 0.1048, 0.0884, 0.0997, 0.0507, -0.1536, -0.0856, -0.0991, -0.0858, -0.1595, 0.0945, 0.0811, 0.0964, 0.0939, 0.1028, 0.0504, -0.1468, -0.0701, -0.0785, -0.0823, -0.1696, 0.0813, 0.0946, 0.1072, 0.0965, 0.0969, 0.0621, -0.1515, -0.0792, -0.0898, -0.0769, -0.1509, 0.1048, 0.0976, 0.1012, 0.0983, 0.1061]
}

{
  "formula": "C39H44F3N7O3",
  "method": "ωB97M-V/def2-TZVPD",
  "de_lowest_ev": 0.000,
  "species": ["C", "C", "C", "C", "C", "C", "C", "C", "C", "C", "C", "C", "N", "N", "N", "C", "C", "C", "C", "C", "C", "C", "C", "C", "C", "C", "C", "C", "C", "C", "C", "C", "C", "F", "F", "F", "C", "C", "C", "C", "H", "H", "H", "H", "H", "H", "H", "H", "H", "H", "H", "H", "H", "H", "H", "H", "H", "H", "H", "H", "H", "H", "H", "H", "H", "H", "H", "H", "H", "H", "H", "H", "H", "H", "H", "H", "H", "H", "H", "H", "C", "O", "C", "N", "C", "N", "O", "N", "O", "C", "C", "N", "H", "H", "H", "H"],
  "xyz": [[2.3732, -0.2281, 4.5593], [0.8708, -0.0590, 4.7485], [0.5697, 0.9587, 5.8491], [0.2004, -1.4085, 5.0139], [0.5146, -2.1150, 6.1751], [-0.1140, -3.3238, 6.4631], [-1.1016, -3.8203, 5.6114], [-1.4459, -3.1292, 4.4506], [-2.5238, -3.6601, 3.5106], [-3.6887, -4.3276, 4.2440], [-1.9129, -4.6217, 2.5028], [-0.7425, -1.9549, 4.1247], [-1.0800, -1.2393, 2.9084], [-2.0892, -0.3382, 2.9399], [-2.0717, 0.2454, 1.7124], [-3.0435, 1.2819, 1.4241], [-2.7148, 2.6261, 1.7021], [-1.3699, 3.0241, 2.3314], [-1.5501, 3.8029, 3.6355], [-0.5178, 3.8413, 1.3634], [-3.6351, 3.6187, 1.3576], [-4.8407, 3.2856, 0.7391], [-5.1939, 1.9472, 0.5659], [-4.3237, 0.9274, 0.9519], [-4.7549, -0.5389, 0.8298], [-4.5540, -1.0565, -0.5906], [-6.2121, -0.7565, 1.2525], [-1.1143, -0.3451, 0.8907], [-0.9901, -0.0521, -0.5072], [-0.5193, -1.0691, -1.3735], [-0.3556, -0.8431, -2.7273], [-0.6894, 0.3994, -3.2463], [-0.4672, 0.6210, -4.7145], [-0.7046, 1.9084, -5.1007], [0.8230, 0.3239, -5.0806], [-1.2852, -0.1861, -5.4668], [-1.2267, 1.4118, -2.4517], [-1.3390, 1.2032, -1.0831], [-0.4556, -1.3158, 1.6424], [0.5472, -2.2214, 1.3487], [2.5686, -0.9266, 3.7376], [2.8334, 0.7369, 4.3211], [2.8322, -0.6213, 5.4757], [0.4399, 0.3140, 3.8119], [-0.5122, 1.1006, 5.9592], [0.9810, 0.6265, 6.8114], [1.0192, 1.9263, 5.5958], [1.2659, -1.7005, 6.8556], [0.1650, -3.8874, 7.3590], [-1.6153, -4.7564, 5.8444], [-2.9177, -2.7826, 2.9771], [-4.1007, -3.6661, 5.0140], [-4.4841, -4.5546, 3.5258], [-3.3697, -5.2679, 4.7104], [-1.0838, -4.1481, 1.9641], [-1.5267, -5.5058, 3.0285], [-2.6722, -4.9427, 1.7807], [-0.8501, 2.0856, 2.5610], [-2.1347, 3.2260, 4.3602], [-0.5690, 4.0167, 4.0757], [-2.0571, 4.7574, 3.4444], [-0.3233, 3.2909, 0.4370], [-1.0318, 4.7792, 1.1141], [0.4432, 4.0836, 1.8306], [-3.3858, 4.6656, 1.5616], [-5.5144, 4.0744, 0.3960], [-6.1625, 1.6832, 0.1263], [-4.1068, -1.0991, 1.5194], [-3.5166, -0.9291, -0.9205], [-4.8116, -2.1206, -0.6421], [-5.2060, -0.5038, -1.2810], [-6.4095, -0.3243, 2.2389], [-6.8960, -0.3075, 0.5219], [-6.4205, -1.8304, 1.2990], [-0.3000, -2.0541, -0.9635], [0.0258, -1.6410, -3.3620], [-1.5422, 2.3580, -2.8814], [-1.6963, 2.0144, -0.4482], [1.0347, -2.1345, 0.3882], [0.9066, -2.8736, 2.1380], [5.8276, -2.1071, -3.0959], [5.4942, -3.4590, -3.4864], [4.2565, -3.8420, -3.1745], [3.9273, -5.0659, -3.6172], [2.6975, -5.4359, -3.3362], [2.0804, -6.6234, -3.6667], [0.7863, -6.4705, -3.2642], [0.5710, -5.1073, -2.6369], [-0.5600, -4.8109, -2.2958], [1.7973, -4.5166, -2.6597], [2.2460, -3.2805, -2.2096], [3.5186, -2.9692, -2.4777], [6.8890, -2.0506, -3.3322], [5.2604, -1.3749, -3.6781], [5.6403, -1.9449, -2.0320], [1.5765, -2.5958, -1.6905]],
  "lowdin_charge": [-0.0601, -0.3806, -0.0623, -0.1216, -0.0330, -0.0548, -0.0259, -0.1222, -0.3793, -0.0732, -0.0521, -0.0886, -0.0260, 0.1912, 0.0022, -0.1009, -0.1375, -0.3726, -0.0617, -0.0543, -0.0288, -0.0484, -0.0230, -0.1138, -0.3693, -0.0442, -0.0689, -0.1029, -0.1272, -0.0241, -0.0080, -0.1297, -0.5161, 0.1134, 0.1117, 0.1147, 0.0099, 0.0019, -0.2459, 0.0061, 0.0798, 0.0815, 0.0791, 0.1128, 0.0832, 0.0774, 0.0770, 0.1156, 0.1096, 0.1123, 0.1134, 0.0870, 0.0799, 0.0731, 0.0552, 0.0897, 0.0844, 0.1147, 0.0857, 0.0791, 0.0773, 0.0660, 0.0843, 0.0857, 0.1171, 0.1103, 0.1169, 0.1143, 0.0680, 0.0867, 0.0895, 0.0880, 0.0735, 0.0818, 0.0813, 0.1224, 0.1243, 0.0905, 0.0042, 0.0478, -0.0524, -0.0269, -0.4010, 0.2120, -0.2857, 0.1154, 0.0114, -0.1245, 0.0785, -0.0930, 0.0240, 0.1615, 0.0917, 0.0928, 0.0859, 0.0957]
}